74
Properties=species:S:1:pos:R:3 method="wB97M-V/def2-TZVPD" spin_multiplicity=5 e_above_lowest_kj_mol=123.9 gap_ev="3.969 / 5.858" total_charge=-2 homo_ev="0.10 / -1.79" e_lumo_ev="4.07 / 4.06" fmax_ev_per_a=0.9
H 1.10140 3.52948 -1.69081
C -0.17951 -0.27502 -3.38213
H 0.94653 -6.05915 2.24361
H -0.77472 -2.22806 2.46330
H -1.34805 -1.04895 -5.00665
C -3.92295 3.86322 -1.45355
C 1.80916 -2.14502 -0.21029
C 4.02859 4.42598 -0.24904
C -3.83226 -2.62711 4.09861
C 4.27867 -2.33954 -1.45295
H -3.97078 2.64397 -3.24275
C -3.78896 2.68414 -2.17740
H 2.09509 -4.18892 0.35889
C 0.95074 1.42038 -5.25158
C 1.35791 1.46856 -3.92094
C -0.33267 0.74628 -0.07183
H 4.00475 -0.28572 -1.99091
H -3.28071 0.59741 -2.00196
H -0.63562 -0.93753 -2.65163
C -3.63187 3.86636 -0.10438
Cl -4.29749 -4.35684 4.21810
C 4.43238 3.18075 0.21195
C -3.39877 1.54683 -1.49124
H -4.61915 -2.06120 4.59321
C -3.21208 2.67985 0.50745
H 2.12697 2.17687 -3.63050
N -3.14661 1.53256 -0.18930
C 2.04866 3.42218 -1.17192
C -1.98027 -1.69940 0.05623
C 2.50715 -3.34472 -0.18075
C 2.33197 -1.02883 -0.85890
H -2.89643 -2.49819 4.63147
C 1.00743 -4.98051 2.32630
H -1.14950 -4.60886 2.35604
C -0.14046 -4.22707 2.38551
O -4.41026 -2.59466 1.76900
C -1.55985 1.76084 3.67019
C -0.02437 0.51790 -5.64854
O -2.85921 -1.16695 2.59538
H -1.92031 3.28155 5.21684
C -2.73129 2.59152 1.87599
Ge 1.27191 0.61398 -1.01626
H 0.86572 -2.06376 0.31670
C 2.23575 -4.33525 2.36521
C 2.45260 2.15910 -0.73572
H 3.95043 1.09829 0.37533
H 4.63736 5.30236 -0.05645
H -3.24725 -3.23900 0.04786
C 1.26811 -2.23921 2.47566
C -2.05633 2.90379 4.21445
C 2.82838 4.54717 -0.93748
H 4.29602 -4.37623 -0.76885
H 3.16312 -4.89271 2.30804
N 0.01694 -2.85065 2.53114
C 3.74236 -3.44470 -0.80514
C 3.64779 2.05882 -0.02668
C 0.80051 0.62772 -2.96042
S 1.22236 -0.51443 2.46397
C -0.58753 -0.33640 -4.70647
Ir -1.68841 -0.05345 1.02447
H 5.35219 3.08383 0.77719
C -3.70017 -2.11259 2.65403
H -0.91388 1.07517 4.20252
H -0.34420 0.47739 -6.68378
H -4.22372 4.77987 -1.94782
C -1.93443 1.55928 2.30245
H 5.24983 -2.40795 -1.93166
S -3.00996 3.79884 3.09534
H 1.39620 2.09098 -5.97875
N -2.42448 -2.74574 -0.27801
N 2.36235 -2.95455 2.41115
C 3.57516 -1.14205 -1.47919
H 2.49361 5.52031 -1.27920
H -3.68162 4.77742 0.47830